This record from the Open Molecules 2025 dataset describes a cluster of 4 separate species, C3H13NO3 in total. The level of theory is wB97M-V/def2-TZVPD.

```
20
Properties=species:S:1:pos:R:3:forces:R:3
O 2.540786 -0.735344 -0.579813 3.30 3.38 -3.17
O 2.135042 1.512574 -1.800137 0.74 -2.41 -1.96
O 0.950502 -1.651902 1.211464 1.51 0.15 0.20
N -0.825798 -0.061212 -0.330630 -0.14 0.52 -0.57
C -0.707956 0.076363 -1.591939 -0.73 1.07 -0.13
C -1.634786 0.636626 1.993422 1.01 0.20 -0.56
C -1.875416 0.616129 0.478674 1.12 0.98 -0.73
H 1.231346 1.124249 -1.845722 1.09 0.56 0.27
H 2.692061 0.685578 -2.144174 -1.83 2.74 1.49
H -2.670472 -0.042693 0.275511 -1.55 -0.47 -0.08
H 0.660520 -2.324308 1.786027 -0.43 -1.33 1.03
H -1.064823 1.572310 2.349424 -1.48 -1.27 -0.38
H -0.902498 -0.164911 2.121751 -0.35 -0.12 0.70
H -1.206419 0.795490 -2.358256 0.18 -0.80 1.82
H 0.011792 -0.538174 -2.100371 0.43 -0.49 -0.01
H -2.101729 1.629277 0.117795 -0.06 -0.30 -0.25
H 3.391563 -1.139889 -0.672269 -0.22 -1.13 0.67
H 0.181445 -1.266649 0.836223 -1.54 0.88 -0.89
H 1.819066 -1.097746 -0.192132 -2.23 -2.83 2.29
H -2.624225 0.374231 2.445152 1.18 0.67 0.27
```
Positions in Å, forces in eV/Å.

The total energy comes out at -10952.2118 eV. The value obtained for the maximum force is 0.111 Eh/bohr. The energy above the lowest of the compared OMol25 structures with the same formula, charge and spin comes out at 2.560 eV. Its HOMO-LUMO gap is 0.3950 Ha. The net charge is 0. Its SMILES is C=NCC.O.O.O. The LUMO energy comes out at 0.0255 Eh.